The following is a DFT calculation (ωB97M-V/def2-TZVPD) of a structure of composition C23H21NS6Ti.

Last column: Löwdin charge in e.
Geometry (Å):
Ti 11.4344 -3.1784 13.1481  -0.067
S 10.3362 -3.0756 10.6200  0.831
S 8.9580 -1.8163 13.2872  0.542
S 10.8439 -2.3261 15.4323  0.488
S 13.2089 -3.8109 14.5275  0.633
S 12.9824 -3.7965 11.4019  0.588
S 12.1164 -0.7898 12.8248  0.615
N 10.1785 -4.9463 13.2959  -0.031
C 13.9233 -5.0350 12.1492  -0.757
C 9.3091 -5.0494 12.2619  -0.416
C 12.6136 -0.4317 14.4490  -0.700
C 7.9435 -2.6451 9.4529  -0.139
C 8.4718 -5.8609 14.7391  -0.089
C 8.6944 -2.4525 10.5897  -0.560
C 12.6180 -0.8701 16.8245  -0.170
C 15.2630 -5.7102 14.2017  -0.148
C 8.1618 -1.8205 11.7397  -0.693
C 9.8522 -5.6462 14.4963  -0.394
C 10.7301 -6.1894 15.3721  -0.012
C 12.0666 -1.0986 15.5854  -0.729
C 9.8881 -4.8498 10.9188  -0.375
C 7.5299 -5.6517 13.7700  -0.115
C 14.5795 -6.1142 11.3539  -0.147
C 6.6706 -2.0620 9.3683  -0.144
C 6.9016 -1.2257 11.6425  -0.140
C 14.1576 -4.9204 13.5206  -0.702
C 6.1747 -1.3161 10.4330  -0.125
C 7.9531 -5.3189 12.4712  -0.087
C 13.6793 0.4538 14.6064  -0.162
C 13.6264 0.0571 16.9895  -0.131
C 14.1882 0.7126 15.8739  -0.133
H 15.2112 -6.8043 11.9653  0.056
H 6.5827 -0.6773 12.5235  0.080
H 8.4048 -3.1948 8.6576  0.086
H 13.9023 -6.7308 10.7483  0.068
H 6.0626 -2.1883 8.4591  0.081
H 6.4735 -5.7655 13.9882  0.086
H 15.0789 -5.7177 15.3010  0.062
H 11.7987 -6.1277 15.3146  0.000
H 10.8692 -5.3654 10.8424  0.056
H 8.1512 -6.2201 15.7069  0.091
H 12.2597 -1.4689 17.6651  0.093
H 16.2046 -5.2006 13.9958  0.068
H 9.2354 -5.2158 10.1164  0.081
H 14.0674 0.8976 13.6937  0.079
H 15.3358 -6.7603 13.7955  0.063
H 7.2378 -5.2794 11.6391  0.096
H 5.2116 -0.7967 10.3245  0.085
H 15.0065 1.4157 16.0068  0.074
H 10.3176 -6.8601 16.1107  0.023
H 15.2679 -5.6009 10.6830  0.063
H 13.9790 0.3507 17.9784  0.079

Output
HOMO (alpha / beta) (eV): -0.6 / -0.3
Multiplicity: 3
LUMO level (alpha / beta) (hartree): 0.1713 / 0.1203
Total charge: -2
E_tot (a.u.): -4182.4576